[1]
A structure of composition C48H41FN2O6PtS2Si. Source: the OMol25 dataset; level of theory: the ωB97M-V functional and the def2-TZVPD basis.

## Properties
E_tot, hartree: -3719.12774
⟨S²⟩: 6.032
Spin multiplicity: 5
Total charge: +2

```
102
Properties=species:S:1:pos:R:3:forces:R:3
Pt 1.004 0.294 -1.021 -0.1542 -0.1129 -0.1685
C 0.389 -0.066 7.755 -0.0148 0.0026 0.0279
C 0.454 -0.031 6.257 0.0076 0.0129 -0.0254
C 0.387 -1.210 5.515 -0.0001 -0.0125 -0.0065
C 0.477 -1.197 4.134 -0.0198 0.0049 -0.0148
C 0.629 0.024 3.492 -0.0494 -0.0475 0.0187
C 0.718 1.213 4.198 0.0358 0.0137 -0.0034
C 0.621 1.176 5.580 0.0015 0.0063 -0.0132
S 0.713 0.023 1.711 0.1173 0.0485 0.1713
O 1.045 -1.372 1.292 -0.0100 -0.0621 -0.0522
C -0.993 0.419 1.308 -0.0706 -0.0133 0.0259
C -1.302 1.795 1.444 -0.0609 -0.0114 -0.0168
C -2.571 2.228 1.211 0.0541 0.0188 0.0256
C -3.571 1.331 0.758 -0.0211 0.0325 -0.0057
C -4.901 1.761 0.532 -0.0210 -0.0290 -0.0088
C -5.844 0.891 0.065 0.0180 0.0293 0.0088
C -5.500 -0.451 -0.199 0.0309 -0.0221 0.0001
C -4.232 -0.902 0.038 -0.0496 -0.0093 -0.0156
C -3.236 -0.026 0.535 0.0363 -0.0095 -0.0065
C -1.920 -0.489 0.865 0.0782 0.0779 -0.0029
C -1.683 -1.960 0.807 0.0072 -0.0019 -0.0162
C -2.165 -2.756 1.884 0.0111 0.0087 0.0253
C -2.723 -2.175 3.053 -0.0185 -0.0013 0.0137
C -3.159 -2.965 4.077 0.0003 0.0100 -0.0094
C -3.069 -4.372 3.987 0.0107 -0.0117 -0.0129
C -2.540 -4.958 2.875 -0.0087 0.0111 0.0053
C -2.074 -4.167 1.797 0.0043 -0.0187 0.0070
C -1.528 -4.760 0.634 0.0097 0.0195 -0.0223
C -1.047 -3.994 -0.383 -0.0191 -0.0290 0.0222
C -1.118 -2.585 -0.276 -0.0300 -0.1115 0.0444
S -0.450 -1.605 -1.588 0.0940 0.2389 0.0688
O -1.454 -1.237 -2.586 -0.0903 0.0035 -0.0190
C 0.808 -2.631 -2.270 -0.0551 0.0000 -0.0981
C 0.822 -2.826 -3.643 0.0394 -0.0146 0.0126
C 1.837 -3.600 -4.185 -0.0182 0.0122 0.0127
C 2.823 -4.168 -3.378 -0.0098 0.0385 -0.0117
C 3.892 -5.034 -3.973 0.0213 -0.0116 -0.0215
C 2.785 -3.931 -2.001 0.0108 0.0174 0.0309
C 1.787 -3.161 -1.434 0.0188 0.0192 0.0417
H -0.282 -0.851 8.103 0.0070 -0.0052 0.0011
H 0.047 0.885 8.160 0.0059 0.0004 0.0028
H 1.377 -0.269 8.172 -0.0008 -0.0005 0.0030
H 0.266 -2.156 6.028 -0.0004 0.0017 0.0052
H 0.437 -2.113 3.559 0.0032 0.0078 -0.0006
H 0.876 2.156 3.690 -0.0017 -0.0039 -0.0014
H 0.690 2.099 6.142 -0.0029 -0.0026 0.0057
H -0.531 2.488 1.759 -0.0038 0.0008 0.0075
H -2.834 3.266 1.385 0.0036 0.0017 -0.0117
H -5.164 2.786 0.764 0.0039 0.0236 -0.0192
H -6.862 1.223 -0.093 -0.0013 0.0059 0.0032
H -6.252 -1.131 -0.576 0.0007 -0.0057 0.0013
H -3.986 -1.938 -0.151 -0.0059 0.0032 -0.0011
H -2.794 -1.098 3.137 0.0008 -0.0017 -0.0005
H -3.579 -2.514 4.966 -0.0012 0.0079 -0.0034
H -3.426 -4.982 4.805 0.0019 -0.0042 -0.0004
H -2.470 -6.036 2.798 -0.0027 -0.0030 0.0037
H -1.494 -5.840 0.562 0.0075 -0.0022 -0.0037
H -0.622 -4.456 -1.262 -0.0079 0.0030 -0.0049
H 0.053 -2.387 -4.263 -0.0056 0.0017 0.0019
H 1.861 -3.770 -5.254 0.0014 -0.0045 -0.0024
H 4.147 -4.712 -4.982 -0.0041 -0.0059 0.0010
H 3.542 -6.067 -4.037 0.0079 -0.0077 -0.0046
H 4.795 -5.028 -3.366 -0.0051 -0.0002 0.0030
H 3.548 -4.362 -1.365 -0.0008 -0.0075 -0.0066
H 1.752 -2.984 -0.364 0.0273 -0.0051 -0.0226
C 4.251 -0.339 0.137 0.0248 0.0744 -0.0720
Si 3.439 0.485 -1.326 0.3128 -0.2150 0.1891
C 3.875 -0.285 -2.959 -0.0101 0.1360 -0.0306
C 3.590 2.332 -1.313 -0.0716 0.0908 -0.0190
C 3.116 3.089 -2.394 0.0177 -0.1042 -0.1232
C 3.264 4.464 -2.425 0.0250 0.0931 0.0507
C 3.887 5.114 -1.365 -0.0154 -0.0255 -0.0167
C 4.358 4.385 -0.281 -0.0118 0.0537 0.0006
C 4.203 3.008 -0.252 -0.0499 -0.0670 0.0858
H 5.337 -0.309 0.002 0.0001 0.0002 0.0165
H 3.952 -1.383 0.227 -0.0242 -0.0053 -0.0358
H 4.012 0.161 1.076 -0.0163 -0.0036 0.0010
H 4.936 -0.079 -3.140 -0.0103 -0.0421 -0.0150
H 3.306 0.143 -3.784 -0.0157 0.0001 0.0118
H 3.728 -1.364 -2.960 -0.0290 -0.0437 0.0434
H 2.660 2.585 -3.242 0.0097 0.0057 0.0143
H 2.913 5.031 -3.277 0.0022 -0.0050 -0.0066
H 4.018 6.188 -1.390 0.0047 -0.0005 -0.0024
H 4.855 4.890 0.536 0.0007 -0.0043 0.0028
H 4.579 2.455 0.601 0.0101 -0.0002 -0.0155
F -4.381 4.080 -1.497 0.0661 0.0046 -0.0259
C -3.256 4.342 -2.070 -0.1020 -0.0001 0.0669
C -2.572 3.339 -2.746 0.0199 -0.0229 -0.0410
N -1.451 3.627 -3.374 0.0295 -0.0040 -0.0363
C -0.677 2.565 -4.022 -0.0256 -0.0270 0.0062
C -0.042 1.666 -2.970 0.0462 -0.0996 -0.0199
O 0.648 0.709 -3.347 0.0672 0.1114 -0.0154
O -0.242 1.938 -1.747 -0.1406 0.0149 -0.0261
C -0.830 4.951 -3.336 -0.0820 -0.1395 0.0115
O 0.213 5.125 -3.878 0.0445 0.0391 -0.0242
N -1.544 5.895 -2.654 0.0543 0.0551 0.0000
C -2.741 5.723 -1.970 -0.0955 0.0895 0.0666
O -3.303 6.584 -1.362 0.0361 0.0045 -0.0098
H -2.953 2.323 -2.767 0.0332 -0.0204 -0.0236
H 0.099 3.032 -4.621 0.0164 -0.0280 -0.0294
H -1.330 1.980 -4.669 -0.0150 -0.0197 0.0387
H -1.129 6.822 -2.628 -0.0195 0.0101 0.0141
```
Forces are in eV/Å.

***

[2]
A structure of composition C10H9F6N5O4SSbTi at a distorted geometry. Source: the OMol25 dataset; level of theory: the ωB97M-V functional and the def2-TZVPD basis.

## Properties
E_tot, hartree: -3047.78322
⟨S²⟩: 0.791
Spin multiplicity: 2
Total charge: +2

```
37
Properties=species:S:1:pos:R:3:forces:R:3
Ti 0.576 -0.468 1.317 -1.7958 0.1750 2.3041
N 4.130 -7.465 -0.815 0.0335 0.0660 0.0408
C 3.774 -6.228 -0.522 0.0014 -0.0346 -0.0090
C 3.363 -5.897 0.809 -0.0328 0.0055 0.2298
C 2.976 -4.619 1.104 0.0246 0.0293 0.0881
C 3.009 -3.657 0.089 0.0794 -0.0024 0.2574
C 3.421 -3.941 -1.223 0.0698 0.0014 -0.1014
C 3.800 -5.215 -1.532 0.0272 0.1287 -0.1711
S 2.483 -1.995 0.365 -1.1662 0.6384 -0.8409
O 3.431 -1.033 -0.054 0.6015 -0.6355 -0.2177
O 1.957 -1.779 1.758 1.4648 -1.0698 0.5451
N 1.090 -1.729 -0.408 1.2800 0.0403 -0.0113
C -0.027 -2.450 -0.070 -1.5868 -0.7526 0.3748
N -0.918 -1.669 0.588 0.5395 -0.4729 -0.7391
C -2.117 -2.168 0.897 -0.3888 0.0234 0.1531
C -2.431 -3.469 0.571 0.1676 0.0645 -0.0680
C -1.414 -4.232 0.004 -0.1341 0.0788 0.0822
N -0.221 -3.733 -0.306 0.5992 0.0189 -0.3648
H 4.136 -8.197 -0.113 -0.0047 0.0081 -0.0299
H 4.435 -7.724 -1.748 -0.0129 0.0058 0.0271
H 3.373 -6.658 1.580 -0.0191 -0.0241 -0.0359
H 2.667 -4.346 2.105 -0.0098 -0.0380 -0.0054
H 3.445 -3.155 -1.967 0.0090 -0.0467 -0.0292
H 4.131 -5.464 -2.533 -0.0186 -0.0131 0.0060
H -2.809 -1.513 1.412 0.0429 0.0348 0.0171
H -3.404 -3.886 0.781 -0.0074 0.0147 0.0288
H -1.557 -5.286 -0.201 -0.0300 0.0118 -0.0136
F -0.855 0.724 2.148 0.2256 -0.1602 1.0302
Sb -0.315 0.393 4.165 0.2289 -0.8683 -2.0761
F -0.178 -1.376 3.100 0.0334 0.9865 0.5229
F -2.106 -0.040 4.441 0.8292 0.3870 0.1679
F 0.536 -0.453 5.579 -0.3591 0.6129 -0.4430
F -0.223 2.219 4.458 -0.0881 -0.8554 0.1122
F 1.393 0.497 3.004 -0.9776 -0.1254 0.7106
O 2.163 1.844 0.057 -0.2263 0.0777 -0.0132
N 1.407 1.015 0.389 1.2609 0.6528 -0.5582
O 0.282 0.734 -0.128 -0.6601 1.0369 -0.9703
```
Forces are in eV/Å.

***

[3]
A cluster of 4 separate species, C34H39F27N3O3Si in total. Source: the OMol25 dataset; level of theory: the ωB97M-V functional and the def2-TZVPD basis.

## Properties
E_tot, hartree: -4694.64599
Spin multiplicity: 1
Total charge: +1

```
107
Properties=species:S:1:pos:R:3:forces:R:3
C 0.583 -0.482 -0.437 0.0156 -0.2506 0.2239
C 1.093 -0.671 -1.822 -0.1064 0.0072 0.0300
C 1.440 -2.051 -2.259 0.1032 0.2223 -0.5051
N 1.252 0.247 -2.703 0.3425 0.1614 -0.0482
N 0.991 1.554 -2.220 -0.1853 -0.2025 0.1536
C 1.954 2.349 -1.779 0.0793 0.2279 0.0612
N 1.418 3.517 -1.407 -0.1798 -0.3278 -0.1286
C 2.115 4.672 -0.838 -0.0309 0.0328 0.0906
C 3.193 4.270 0.161 -0.0497 -0.1525 -0.0171
F 3.266 5.246 1.127 0.0359 0.0625 -0.0471
C 0.072 3.449 -1.637 -0.4104 -0.3881 -0.2028
C -0.218 2.212 -2.149 0.4927 0.6411 0.0378
C -1.562 1.641 -2.501 -0.1673 -0.1372 0.2503
F -1.408 0.641 -3.416 0.0684 0.0707 0.1095
F -2.040 1.050 -1.357 0.0290 -0.0449 -0.0896
C -2.550 2.653 -3.012 -0.1365 0.0632 -0.4409
C -3.948 2.069 -3.251 -0.0229 0.1103 0.2345
Si -5.096 2.018 -1.739 -0.0022 -0.2141 0.2568
C -4.614 3.356 -0.517 -0.1565 -0.1425 -0.1726
C -6.873 2.263 -2.263 0.4744 0.0362 -0.0009
C -4.904 0.367 -0.865 0.0303 -0.1943 0.2339
C -4.534 -0.789 -1.559 -0.0095 -0.3173 0.3394
C -4.390 -2.022 -0.920 -0.1742 0.3446 0.3007
C -4.625 -2.123 0.452 -0.0491 0.4903 -0.1900
C -4.989 -0.984 1.169 0.0478 0.0871 -0.4995
C -5.125 0.243 0.516 0.1236 -0.4377 -0.1139
H -0.496 -0.634 -0.424 -0.0982 0.0392 -0.0799
H 1.013 -1.238 0.211 0.0505 -0.0909 0.0785
H 0.808 0.488 -0.010 -0.0619 0.1657 -0.0146
H 2.150 -2.489 -1.565 -0.0736 -0.1479 0.1966
H 1.893 -2.017 -3.245 0.0144 -0.0200 -0.0990
H 0.545 -2.666 -2.328 -0.0788 -0.1309 0.2336
H 2.994 2.094 -1.720 0.0879 -0.1374 -0.0838
H 2.499 5.292 -1.641 0.0742 0.0602 -0.0970
H 1.372 5.241 -0.288 -0.1065 0.0917 0.0160
H 2.923 3.329 0.641 -0.0189 -0.0800 0.1113
H 4.172 4.170 -0.302 0.1257 0.0153 -0.0303
H -0.598 4.257 -1.415 0.0295 0.1548 0.0468
H -2.597 3.507 -2.339 0.0676 0.0176 0.1888
H -2.148 3.026 -3.954 0.1643 0.0250 -0.0658
H -4.421 2.684 -4.013 -0.1320 0.0802 -0.0562
H -3.862 1.079 -3.692 0.0083 -0.1085 -0.1031
H -5.254 3.259 0.357 -0.0816 0.0646 0.1200
H -4.780 4.350 -0.928 0.0886 0.1557 -0.0132
H -3.587 3.252 -0.172 0.1485 0.0519 0.0167
H -7.481 2.459 -1.384 -0.1666 -0.0491 0.0763
H -6.956 3.114 -2.935 -0.1208 0.0867 -0.1048
H -7.241 1.371 -2.763 -0.1597 -0.0600 -0.0821
H -4.341 -0.742 -2.620 0.0069 0.0024 -0.1905
H -4.111 -2.902 -1.481 0.0246 -0.0501 -0.0871
H -4.534 -3.071 0.957 0.0380 -0.1212 0.0253
H -5.174 -1.046 2.231 -0.0128 -0.0294 0.1106
H -5.404 1.103 1.108 -0.0478 0.1177 0.0145
C 5.189 -0.290 1.743 0.1726 0.5775 -0.0260
C 3.753 -0.823 1.807 0.0594 -0.2925 -0.1638
C 3.188 -1.205 3.174 -0.1287 -0.0775 0.1288
F 3.885 -2.221 3.710 -0.0275 0.0018 -0.0421
F 1.904 -1.611 2.994 0.0352 0.0104 -0.0054
F 3.588 -1.837 0.930 -0.0033 0.0227 0.0046
F 2.938 0.201 1.372 0.1218 0.2493 0.0142
O 6.192 -1.192 1.354 -0.3229 -0.3864 -0.1161
C 6.860 -1.976 2.261 0.1713 0.0561 -0.0080
C 6.643 -3.467 1.974 0.0190 0.0042 -0.0164
F 5.327 -3.759 2.023 0.0203 -0.0438 0.0180
F 7.285 -4.178 2.921 -0.0322 -0.0662 -0.0043
F 6.546 -1.665 3.527 -0.0374 0.0119 -0.0069
F 8.177 -1.748 2.093 0.0849 0.1027 0.0760
H 5.171 0.444 0.937 -0.0045 0.0268 0.0016
H 5.445 0.248 2.657 -0.0826 -0.1280 0.0998
H 3.196 -0.351 3.851 0.0294 -0.0382 -0.0055
H 7.038 -3.718 0.988 -0.0035 -0.0209 0.0084
C -1.278 -3.244 -6.840 0.1333 0.5071 -0.0845
C -2.713 -3.760 -7.001 0.0399 -0.1957 -0.0600
C -3.551 -3.942 -5.735 -0.0375 -0.0072 0.0251
F -2.996 -4.863 -4.919 -0.0702 0.0994 0.0089
F -4.782 -4.363 -6.088 0.0104 -0.0411 0.0553
F -2.726 -4.894 -7.723 0.0061 0.0397 -0.0350
F -3.371 -2.795 -7.711 -0.0129 0.0762 -0.0283
O -0.249 -4.204 -6.869 -0.1975 -0.3661 0.0051
C 0.199 -4.844 -5.754 0.1747 0.0618 0.0038
C -0.041 -6.356 -5.833 0.0084 -0.0029 0.0268
F -1.356 -6.604 -5.961 0.0796 -0.0947 0.0212
F 0.400 -6.910 -4.683 -0.0174 -0.0809 -0.0067
F -0.304 -4.331 -4.609 -0.0934 0.0568 -0.1078
F 1.540 -4.672 -5.700 0.0988 0.0839 0.0667
H -1.107 -2.644 -7.731 0.0079 0.0099 -0.0174
H -1.189 -2.575 -5.981 -0.1098 -0.1231 0.0824
H -3.642 -2.993 -5.203 -0.0037 0.0502 0.0761
H 0.502 -6.777 -6.682 -0.0132 -0.0190 0.0078
C 1.378 3.528 7.621 -0.2447 0.5020 -0.0137
C 2.446 2.921 6.702 0.0953 -0.1686 0.1708
C 1.991 1.908 5.649 -0.0276 -0.0635 -0.0295
F 1.463 0.806 6.205 0.0308 0.0067 -0.0197
F 3.089 1.524 4.932 -0.0858 0.0808 -0.0304
F 3.454 2.398 7.421 -0.0040 0.0447 -0.0165
F 2.946 3.960 5.966 -0.0165 0.0856 -0.0383
O 1.247 2.972 8.906 0.3750 -0.3169 -0.0510
C 0.421 1.914 9.163 -0.1091 0.0655 0.1164
C 1.203 0.701 9.683 -0.0016 0.0116 0.0237
F 2.123 0.321 8.773 -0.0153 -0.0478 0.0139
F 0.334 -0.313 9.871 0.0399 -0.0548 0.0109
F -0.336 1.585 8.099 0.0298 0.0159 -0.0369
F -0.411 2.279 10.158 -0.1484 0.0602 -0.0151
H 1.728 4.542 7.802 0.0089 0.0163 0.0074
H 0.418 3.608 7.110 0.0296 -0.1472 -0.0751
H 1.265 2.353 4.964 0.0257 0.0160 -0.0025
H 1.696 0.949 10.624 0.0107 -0.0223 -0.0040
```
Forces are in eV/Å.

***

[4]
A cluster of 12 separate species, H24O12 in total. Source: the OMol25 dataset; level of theory: the ωB97M-V functional and the def2-TZVPD basis.

## Properties
E_tot, hartree: -917.21629
SMILES string: O.O.O.O.O.O.O.O.O.O.O.O
Spin multiplicity: 1
Total charge: 0

```
36
Properties=species:S:1:pos:R:3:forces:R:3
H 0.243 -0.460 0.439 -0.0304 -0.0428 -0.0797
H -0.454 0.581 -0.421 -0.0357 -0.0270 0.0009
H 3.802 0.377 -1.891 -0.0273 -0.1692 0.0493
H 2.561 -0.224 -2.530 0.0608 0.0124 0.1371
H 5.088 -2.602 1.919 0.0185 0.0704 -0.0668
H 3.921 -2.782 0.963 0.0552 0.0823 -0.0972
H -3.377 -1.832 -1.382 -0.0068 0.1690 -0.0006
H -4.886 -1.704 -1.256 0.0046 -0.0491 -0.0816
H -1.092 -1.659 2.782 -0.1283 -0.0812 -0.1353
H -0.817 -2.553 3.980 -0.0760 -0.0255 -0.0255
H 0.410 -4.160 -1.189 0.0003 -0.0856 -0.0481
H 0.691 -3.501 -2.529 0.0446 0.1495 0.0542
H -4.390 0.174 1.280 0.0134 0.0797 0.0544
H -4.696 1.094 0.109 0.0189 0.0748 0.0570
H 3.497 2.863 2.223 0.0800 0.0215 0.0352
H 3.929 1.422 2.004 0.1238 -0.0011 0.0161
H 2.838 2.570 -2.587 -0.0715 0.0945 0.0148
H 1.834 1.953 -3.547 -0.0472 0.0989 -0.0008
H -2.070 4.885 -1.880 -0.0447 -0.0363 0.1096
H -0.873 4.260 -1.182 -0.0204 0.0596 -0.1256
H -2.034 -3.246 -0.629 0.2527 -0.1209 0.0478
H -0.634 -2.966 -0.106 -0.3646 0.2976 -0.0675
H -0.906 3.644 1.048 -0.2443 0.1304 0.1048
H -1.160 2.954 2.377 -0.0477 0.0996 -0.0155
O -0.626 -0.207 0.108 0.1022 0.1367 0.0594
O 3.450 -0.452 -2.234 -0.0405 0.0697 -0.0933
O 4.676 -2.210 1.141 -0.0872 -0.1038 0.1697
O -4.177 -1.722 -1.908 0.0252 -0.0053 0.1633
O -1.246 -2.549 3.117 0.2095 0.1275 0.2176
O 0.489 -3.296 -1.609 0.3464 -0.2454 -0.3108
O -4.768 1.036 1.069 0.0289 -0.1751 -0.1193
O 4.281 2.309 2.141 -0.2112 -0.0420 -0.0726
O 1.914 2.303 -2.653 0.0609 -0.1170 -0.0448
O -1.827 4.374 -1.100 0.1965 -0.0674 -0.0624
O -1.510 -3.250 0.180 -0.3501 -0.1558 0.2017
O -0.835 3.779 1.999 0.1914 -0.2237 -0.0454
```
Forces are in eV/Å.

***

One value per record, in order, for energy relative to the best compared isomer or geometry (same formula, charge and spin): 0.00 31.33 0.00 68.44 kcal per mole.